Entry from the Open Molecules 2025 dataset: the molecule C7H13NO at a distorted geometry (ωB97M-V with the def2-TZVPD basis set).

XYZ file:
```
22
Properties=species:S:1:pos:R:3:forces:R:3
O 2.44400 -0.76782 -1.16548 -1.3 1.1 0.6
N -2.07688 -0.89944 -0.73475 -0.6 -0.3 -0.1
C 1.59789 -0.23348 -0.43409 1.4 -2.5 0.5
C -1.09594 1.71127 1.16909 0.1 0.3 0.3
C -0.84142 1.28686 -0.27581 -2.1 -1.8 0.0
C 0.45085 -2.49971 -0.29546 0.0 -0.1 0.1
C 0.30127 -0.99771 -0.22351 0.2 -0.1 -0.9
C 2.05617 0.87450 0.47854 0.6 0.5 -0.2
C -0.87098 -0.36212 -0.35382 1.7 3.7 -0.8
H -2.82145 -0.23195 -0.92256 0.4 -0.3 0.1
H -1.79285 1.03752 1.68082 0.0 0.1 -0.2
H -0.50496 -3.02572 -0.35542 0.0 0.2 0.1
H -0.18409 1.71041 1.76848 -0.1 0.0 -0.1
H 3.15188 0.87205 0.50253 -0.2 -0.2 -0.2
H 1.04905 -2.82118 -1.15108 0.0 0.2 0.1
H 1.78646 1.84544 0.06956 -0.2 0.1 0.3
H -1.52533 2.71637 1.22279 0.1 0.0 0.0
H -1.72187 1.58171 -0.86215 -0.1 -0.1 0.1
H 0.95245 -2.83142 0.62220 0.0 -0.2 -0.2
H -0.07399 1.88194 -0.76802 0.5 -0.7 0.2
H -2.00007 -1.59076 -1.47803 -0.1 0.1 0.5
H 1.71983 0.74323 1.50616 -0.3 0.1 -0.2
```
Forces are in eV/Å.

Summary:
SMILES: CC/C(N)=C(/C)C(C)=O
HOMO-LUMO gap: 9.175 eV
highest occupied orbital energy: -8.33 eV
LUMO: 0.0310 hartree
ΔE to the lowest compared entry with this formula, charge and spin: 139.01 kJ/mol
total charge: 0